[1]
Molecular formula: C41H36N4O4S3Tl
Method: DFT, the ωB97M-V functional and the def2-TZVPD basis

XYZ file:
```
89
C41H36N4O4S3Tl, DFT the ωB97M-V functional and the def2-TZVPD basis
Tl 0.28269 2.76564 -0.29025
C 4.17588 -5.78771 -1.76834
O 2.82066 -5.36748 -1.85358
C 2.16490 -5.21021 -0.66650
C 2.62278 -5.60491 0.55441
C 1.94167 -5.33376 1.70622
C 0.73695 -4.60011 1.68824
C 0.32051 -4.13398 0.43239
C 0.99143 -4.44037 -0.74270
N 0.13929 -4.42127 2.99595
N -0.40217 -3.39627 3.36884
C -0.59203 -2.22303 2.52619
C -1.84585 -1.85181 2.12601
C -2.05308 -0.79303 1.26891
C -1.04095 0.05919 0.82954
O -1.24162 1.07956 0.10544
C 0.29285 -0.27488 1.31025
N 1.29285 0.53224 0.95208
C 2.52151 0.25158 1.23672
C 2.88263 -0.83081 1.98509
C 1.89031 -1.65029 2.38868
C 0.55138 -1.42062 2.09954
H 4.58462 -5.83489 -2.78646
H 4.22945 -6.79578 -1.29738
H 4.83029 -5.15800 -1.14508
H 3.55144 -6.17902 0.56818
H 2.22112 -5.76594 2.73665
H -0.59914 -3.58637 0.31154
H 0.64803 -4.06994 -1.67616
H -2.78523 -2.28958 2.48468
H -3.07212 -0.46685 1.07850
H 3.27476 0.98054 0.88727
H 3.91901 -1.07137 2.20745
H 2.10704 -2.44627 3.10258
C -4.78819 0.93463 -1.14055
C -3.90087 2.12844 -1.36851
O -3.48855 2.32357 -2.50902
C -3.74776 3.04172 -0.17152
C -4.86901 3.12263 0.67584
C -5.00887 4.01341 1.73860
C -3.84911 4.70778 2.06290
C -2.68965 4.62313 1.30498
C -2.61771 3.86617 0.06437
O -1.59426 3.89812 -0.77327
H -4.23929 0.01341 -1.47696
H -5.73834 0.85938 -1.74751
H -4.94834 0.76592 -0.12481
H -5.76090 2.54938 0.40212
H -5.91641 4.16610 2.32938
H -3.92760 5.47338 2.83826
H -1.81816 5.31168 1.44932
S 2.27838 3.83142 -4.43827
C 1.35130 5.11560 -3.79753
C 0.84425 4.84505 -2.56561
C 1.13303 3.54234 -2.13129
C 1.79877 2.78951 -3.06847
C 2.14978 1.38883 -3.02247
C 3.02884 0.89331 -4.00030
C 3.30585 -0.45006 -3.98344
C 2.73073 -1.27805 -3.00494
C 1.98086 -0.65049 -2.05240
N 1.64866 0.66272 -2.05861
H 1.23137 6.10602 -4.30036
H 0.34443 5.50479 -1.88824
H 3.47156 1.54546 -4.75415
H 3.96995 -0.89334 -4.74417
H 2.91938 -2.34246 -2.87830
H 1.47608 -1.24691 -1.28889
C -1.97307 -0.70574 -2.66595
S -1.98144 -2.46956 -2.30567
C -1.58875 -3.01069 -3.97273
H -1.01059 -0.34983 -3.00311
H -2.04432 -0.10290 -1.78735
H -2.80475 -0.44954 -3.39349
H -2.45576 -2.63696 -4.56880
H -1.58414 -4.07303 -4.07672
H -0.59154 -2.62929 -4.18605
S 1.43203 3.94965 1.62458
C 1.04498 3.11282 3.14109
C -0.01681 2.23058 3.21939
C -0.37735 1.58946 4.36611
C 0.28525 1.91808 5.56207
C 1.29583 2.87558 5.51307
C 1.76658 3.36475 4.29199
H -0.63878 1.99935 2.35013
H -1.19209 0.84906 4.36270
H -0.08305 1.57247 6.56188
H 1.72455 3.17636 6.44939
H 2.67118 3.96258 4.21641
```

Summary:
- Charge: -1
- Frontier orbital gap: 6.89 eV

***

[2]
Molecular formula: C41H36N6O6PTa
Method: DFT, the ωB97M-V functional and the def2-TZVPD basis

XYZ file:
```
91
C41H36N6O6PTa, DFT the ωB97M-V functional and the def2-TZVPD basis
Ta 1.32026 -0.54636 0.92511
C 4.23383 1.20947 1.81248
O 2.80417 1.28770 1.65633
C 2.20847 2.52449 1.67739
C 2.90568 3.71505 1.63380
C 2.20594 4.91017 1.69892
C 0.82035 4.90726 1.80833
C 0.13791 3.70396 1.84354
C 0.83660 2.50686 1.76667
N 0.21675 1.20831 1.78939
N -0.99923 1.23943 2.18995
C -1.78185 0.17681 2.44975
C -1.31615 -1.13727 2.38278
O -0.13017 -1.31719 1.81407
C -2.02665 -2.19986 2.92301
C -3.25908 -1.95182 3.46028
C -3.85174 -0.66097 3.44906
C -5.16342 -0.46086 3.92684
C -5.74329 0.77551 3.84997
C -5.02191 1.85462 3.30519
C -3.73234 1.69083 2.86137
C -3.12580 0.42915 2.92634
H 4.53987 1.80821 2.66390
H 4.73314 1.55030 0.90567
H 4.46282 0.16690 2.00150
H 3.98517 3.72545 1.55958
H 2.75094 5.84600 1.67080
H 0.27486 5.84080 1.86737
H -0.93945 3.67797 1.93846
H -1.59086 -3.19167 2.90784
H -3.82122 -2.77321 3.89225
H -5.70409 -1.29927 4.35350
H -6.75389 0.92786 4.20805
H -5.49177 2.82881 3.23655
H -3.18221 2.52713 2.44872
N 1.65677 -3.19880 1.00455
N 2.03015 -3.35441 2.35966
C 2.62498 -2.29820 2.99549
O 3.11347 -2.32104 4.07324
O 2.49937 -1.16978 2.22655
H 0.88370 -3.82988 0.84899
H 2.45195 -3.43463 0.41655
H 2.32515 -4.26328 2.67904
C -4.73416 -1.93953 -0.11728
C -3.67604 -2.84234 -0.08024
C -2.39262 -2.41337 -0.37335
C -2.15150 -1.08039 -0.72297
C -3.21371 -0.18054 -0.75589
C -4.50048 -0.61253 -0.44905
P -0.44502 -0.65931 -1.22049
C -0.59093 0.90549 -2.13117
C -0.34458 0.96569 -3.49918
C -0.46384 2.17680 -4.17449
C -0.81703 3.32887 -3.48841
C -1.04485 3.27580 -2.11614
C -0.92704 2.07284 -1.44215
C -0.09156 -1.94586 -2.44684
C 1.11134 -2.64799 -2.42710
C 1.36625 -3.63050 -3.37641
C 0.41817 -3.91241 -4.34695
C -0.79046 -3.21902 -4.36837
C -1.04939 -2.24198 -3.42120
H -5.74221 -2.27517 0.09868
H -3.85644 -3.88340 0.16538
H -1.57249 -3.12629 -0.36349
H -3.06008 0.84875 -1.05093
H -5.32263 0.09270 -0.48491
H -0.06068 0.07679 -4.04818
H -0.27971 2.21416 -5.24156
H -0.91335 4.26880 -4.01903
H -1.31037 4.17542 -1.57267
H -1.09473 2.04904 -0.36928
H 1.85010 -2.43632 -1.66855
H 2.30215 -4.17674 -3.35567
H 0.61367 -4.67861 -5.08747
H -1.53383 -3.44508 -5.12429
H -1.99690 -1.71178 -3.43498
C 3.39148 2.14453 -2.78482
N 3.63892 0.86557 -2.09053
C 4.75877 0.08242 -2.34318
C 5.01057 -1.05638 -1.68372
C 4.07166 -1.55145 -0.68804
O 4.19621 -2.59894 -0.08308
N 2.95137 -0.71130 -0.48764
C 2.80010 0.46412 -1.12491
O 1.81241 1.14471 -0.73202
H 3.86991 2.10744 -3.75862
H 3.79145 2.98081 -2.21292
H 2.32128 2.28353 -2.90806
H 5.41762 0.46383 -3.11283
H 5.89598 -1.64138 -1.88382
```

Summary:
- Charge: +2
- Frontier orbital gap: 6.25 eV

***

[3]
Molecular formula: C41H37Br2N3PSSiTi
Method: DFT, the ωB97M-V functional and the def2-TZVPD basis

XYZ file:
```
87
C41H37Br2N3PSSiTi, DFT the ωB97M-V functional and the def2-TZVPD basis
Ti 1.40063 -0.56145 -0.20073
N 0.99031 2.63367 1.17340
P 0.15759 1.70295 0.01249
C 0.53543 2.51973 -1.58348
C -0.02219 3.75596 -1.90542
C 0.33906 4.39963 -3.07867
C 1.27237 3.82245 -3.92720
C 1.84292 2.59850 -3.60926
C 1.46622 1.94985 -2.44771
C -1.55004 2.19444 0.37369
C -2.46938 2.25597 -0.67429
C -3.76975 2.66504 -0.43395
C -4.16944 2.99484 0.85390
C -3.26876 2.89793 1.90360
C -1.96410 2.49225 1.67074
C 2.37004 2.65588 1.05838
C 3.18479 3.52511 1.78264
C 4.54268 3.50633 1.52331
C 5.05100 2.61333 0.58434
C 4.17532 1.75342 -0.03932
N 2.85635 1.76873 0.18990
H 0.53560 3.40674 1.63328
H -0.73326 4.21710 -1.23184
H -0.10230 5.35474 -3.32968
H 1.56670 4.33129 -4.83524
H 2.58121 2.15635 -4.26556
H 1.93504 0.99749 -2.19939
H -2.15518 2.00206 -1.67751
H -4.47164 2.74087 -1.25415
H -5.18303 3.32313 1.04114
H -3.58354 3.13886 2.91053
H -1.27252 2.40833 2.49980
H 2.75490 4.21144 2.50037
H 5.20146 4.18596 2.04708
H 6.10423 2.59180 0.34641
H 4.52625 1.01689 -0.75286
Br 2.79372 -3.29128 -1.47459
C 1.83837 -4.58330 -0.38728
Br 1.05495 -3.74251 1.15774
H 2.54285 -5.33283 -0.05067
H 1.03681 -4.99068 -0.99192
S 3.56492 -0.91088 1.70972
C 2.91892 -0.86116 3.28679
N 2.93644 0.31292 3.96743
C 2.44958 0.46496 5.22155
C 1.88728 -0.59114 5.87028
C 1.88427 -1.84506 5.23520
C 2.40766 -1.97778 3.97269
H 3.38222 1.09916 3.50814
H 2.53896 1.44722 5.66217
H 1.47883 -0.46861 6.86192
H 1.49006 -2.71103 5.75052
H 2.45593 -2.93209 3.47309
C -1.41356 0.46571 -4.91881
C -2.46758 0.39205 -4.01738
C -2.29416 -0.23870 -2.79433
C -1.05704 -0.77633 -2.43769
C -0.00999 -0.69499 -3.36053
C -0.18724 -0.09672 -4.59792
Si -0.74342 -1.75362 -0.84069
C -1.66582 -1.33075 0.77049
C -3.05732 -1.28215 0.84424
C -3.70221 -1.03601 2.04862
C -2.96183 -0.85638 3.20790
C -1.57662 -0.92103 3.16156
C -0.94059 -1.14498 1.95194
C -1.16777 -3.53072 -1.30516
C -0.67378 -4.06915 -2.49894
C -1.06650 -5.32728 -2.92796
C -1.96880 -6.06501 -2.17176
C -2.45963 -5.54808 -0.98190
C -2.05422 -4.29521 -0.54515
H -1.55221 0.94415 -5.87923
H -3.42977 0.81640 -4.27395
H -3.13582 -0.32685 -2.11657
H 0.95670 -1.14705 -3.13182
H 0.62345 -0.07226 -5.31490
H -3.64798 -1.45420 -0.04882
H -4.78337 -1.00173 2.08163
H -3.46602 -0.67254 4.14763
H -0.99617 -0.80431 4.06928
H 0.15289 -1.22202 1.95076
H 0.00295 -3.48624 -3.11472
H -0.68595 -5.71980 -3.86209
H -2.29533 -7.03671 -2.51759
H -3.17188 -6.11531 -0.39718
H -2.44015 -3.90569 0.38952
```

Summary:
- Charge: +2
- <S²>: 0.9002
- Frontier orbital gap (spin up / spin down): 7.06 / 7.41 eV
- Spin multiplicity: 2